(1)
120
Properties=species:S:1:pos:R:3:forces:R:3:lowdin_spin:R:1 method="wB97M-V/def2-TZVPD" de_lowest_kcal_mol=132.6 charge=+1 multiplicity=2 energy_ev=-83187.68220 orbital_gap_ev="9.54 / 3.18" s2=0.76 molar_mass_g_mol=720.6 e_lumo_ev="-3.08 / -9.44"
H -4.425 -0.017 -1.427 0.1598 -0.4009 -0.1001 0.000
H -5.755 0.507 -1.857 0.0042 -0.1895 -0.1795 0.000
O -5.351 -0.036 -1.165 -0.4006 -0.2605 0.4059 0.000
H 3.730 1.639 -3.655 0.1602 0.0253 0.5708 -0.003
H 3.700 3.107 -3.018 0.2087 -0.2880 0.4939 -0.006
O 4.187 2.490 -3.605 -0.4046 0.3008 -0.5845 0.270
H -4.811 2.448 2.634 0.9324 -0.5232 -0.3788 0.000
H -5.403 3.693 2.576 0.1602 0.9484 -0.7047 0.000
O -4.679 3.255 2.099 -1.1681 -0.3090 1.2352 0.000
H -2.529 1.339 -1.426 -0.1605 0.0048 0.6699 0.000
H -1.511 0.148 -1.878 0.2963 -0.6145 0.5087 0.000
O -2.287 0.660 -2.076 -0.3161 0.5854 -0.5970 0.000
H -2.454 0.067 1.485 -1.7620 -0.8176 0.5671 0.000
H -1.834 0.401 0.114 -0.5177 -0.1641 0.2450 0.000
O -1.654 0.276 1.047 2.3737 0.7695 -0.6156 0.000
H 3.464 -0.555 3.770 -0.2601 -0.2335 0.0607 0.000
O 3.687 -0.544 4.708 0.2957 -0.3828 -0.3564 0.000
H -1.475 2.590 -4.725 -0.6815 -0.2415 -0.4789 -0.001
O -1.462 2.357 -3.803 1.4806 0.3399 1.1279 0.029
H -0.020 -0.380 2.059 0.7317 0.3583 -0.5321 0.000
H 0.036 -1.383 3.034 0.9031 -0.1726 0.2222 0.000
O 0.690 -0.857 2.529 -1.4207 -0.1983 0.3742 0.000
H -1.128 3.086 1.289 -0.3745 0.5945 -0.0112 0.000
H -1.432 1.846 2.012 0.1473 0.3159 0.3369 0.000
O -1.122 2.761 2.195 0.1085 -0.4821 -0.4631 0.000
H 3.986 -1.256 -2.123 -0.1946 -0.4003 0.2764 0.000
H 3.966 -1.018 -3.572 -0.1708 0.2152 -0.1825 0.000
O 3.355 -1.073 -2.828 0.1324 -0.2359 -0.5978 -0.001
H -0.412 4.265 -0.328 0.1688 0.1324 0.1113 0.000
H -0.502 5.697 0.276 0.2563 0.3155 0.6728 0.000
O -0.792 5.142 -0.434 -0.3799 -0.3740 -0.8084 0.000
H 0.747 -5.385 0.057 0.5725 -0.1948 -0.0627 0.000
O 0.562 -4.497 0.357 -0.6609 0.3995 -0.2121 0.000
H -5.580 0.441 1.877 0.2477 0.0579 -0.0384 0.000
H -6.251 -0.261 0.665 0.3038 0.2152 -0.0025 0.000
O -6.352 -0.051 1.600 -0.4807 -0.3671 0.1460 0.000
H 1.048 2.632 -2.560 -0.2556 0.8166 0.3959 0.002
H 1.714 1.784 -3.567 -0.1800 -0.4792 -0.4888 -0.008
O 1.401 2.714 -3.479 0.5564 -0.1235 0.0445 0.584
H 4.089 -0.466 1.737 0.2972 -0.1182 0.2622 0.000
H 4.252 -0.237 0.307 0.0501 -0.1279 -0.1581 0.000
O 4.600 -0.821 0.997 -0.3822 0.2113 -0.1885 0.000
H -3.150 -2.030 1.135 1.2379 0.5455 -0.1313 0.000
H -4.092 -2.035 2.136 -0.3694 0.6099 0.9656 0.000
O -3.255 -1.571 1.989 -1.0893 -1.1282 -0.9866 0.000
H -0.086 0.559 -3.885 -0.3640 0.0684 -0.0171 -0.001
H 1.064 0.330 -4.838 0.0366 -0.2057 -0.0552 -0.001
O 0.817 0.213 -3.910 0.6905 1.1545 -0.3737 0.071
H 4.041 -2.952 -4.484 0.0570 0.3003 0.0584 0.000
H 3.266 -3.811 -3.474 0.0546 0.2713 0.0282 0.000
O 3.664 -3.816 -4.349 -0.1121 -0.6825 -0.0894 0.000
H 5.769 0.079 2.853 -1.4872 -0.9829 0.3211 0.000
O 5.273 0.883 3.123 2.5821 -0.6229 -0.9036 0.000
H -2.993 -2.658 -1.619 0.3599 -0.2494 0.3318 0.000
H -1.483 -2.282 -1.176 -0.1305 -0.4686 -0.0469 0.000
O -2.370 -1.953 -1.341 -0.1379 0.4877 0.1582 0.000
H -0.495 -4.069 1.618 -0.2297 0.1989 0.3860 0.000
O -0.987 -3.636 2.342 0.0225 0.0040 0.0701 0.000
H 1.542 0.100 6.275 0.8018 0.2231 -0.0343 0.000
H 1.882 0.122 4.709 0.2722 -0.1425 0.8481 0.000
O 1.209 0.008 5.386 -1.4266 0.1869 -0.1689 0.000
H 0.782 2.322 1.640 -0.1193 -0.0274 0.5583 0.000
H 1.271 1.674 2.906 -0.1924 -0.3051 -0.0603 0.000
O 1.483 1.740 1.967 0.4775 0.3368 -0.5612 0.000
H 0.391 1.761 -0.428 -0.7524 -1.2026 0.0521 0.000
H -0.569 2.274 -1.731 -0.8612 -1.0906 -0.2861 0.000
O 0.005 2.428 -0.987 1.3655 2.0610 0.1765 -0.003
H 0.145 -2.830 -2.801 0.0320 -0.0072 -0.0055 0.000
H 0.787 -1.633 -2.098 0.3293 -0.1182 0.0229 0.000
O 0.189 -1.867 -2.817 -0.4001 -0.5110 0.4059 0.006
H 3.664 2.852 3.473 0.2161 -0.6799 -0.5052 0.000
H 2.312 3.580 3.521 -0.0282 -0.1151 -0.1875 0.000
O 3.188 3.545 3.908 -0.1257 0.7858 0.6805 0.000
H -4.446 2.222 4.744 0.7881 0.7870 0.5565 0.000
H -4.027 0.724 4.468 -0.1814 0.0667 0.4266 0.000
O -4.746 1.376 4.464 -0.7101 -0.7753 -1.0721 0.000
H 3.051 4.522 -0.903 0.4384 0.8560 1.3074 0.000
H 4.700 4.081 -1.119 -0.2305 0.8370 1.1846 0.000
O 3.775 4.113 -1.344 -0.3177 -1.6881 -2.6556 0.003
H -0.551 -2.356 4.513 0.0756 -0.1460 0.2578 0.000
H -0.061 -1.159 5.381 0.2259 0.1834 -0.3178 0.000
O -0.849 -1.605 5.029 -0.8462 -0.3377 -0.1025 0.000
H -3.723 -1.836 -4.398 0.0925 -0.6501 0.2599 0.000
H -2.596 -1.585 -3.240 -0.0678 -0.8576 0.6084 0.000
O -3.103 -1.252 -3.973 -0.0262 1.8467 -1.0880 0.000
H 5.107 -3.457 -1.556 -0.3439 -0.2107 -0.5460 0.000
H 4.599 -2.977 -0.283 -0.5364 0.2328 0.1126 0.000
O 4.266 -3.151 -1.180 1.0440 -0.0011 0.6454 0.000
H -3.097 -1.558 5.025 0.2580 0.0052 0.0439 0.000
O -4.019 -1.286 4.932 0.1683 0.1396 0.0728 0.000
H -4.505 2.275 -2.404 0.8006 -0.0462 0.0333 0.000
H -3.826 1.056 -3.240 0.2090 0.0072 0.3460 0.000
O -4.602 1.585 -3.062 -1.4325 0.3661 -1.0860 0.001
H 6.119 1.304 2.870 -0.6731 1.9113 0.4679 0.000
H 4.535 -0.090 4.683 0.0938 0.2804 0.2962 0.000
H -0.540 -3.927 3.143 -0.0372 -0.2442 -0.0362 0.000
H -2.019 1.648 -3.435 -0.2483 0.0175 -0.7850 0.000
H 1.344 -3.970 0.516 0.2962 -0.3446 -0.2312 0.000
H -4.326 -1.750 4.151 -0.0861 -0.0429 0.0311 0.000
O 2.951 -3.842 3.030 -2.6136 -0.0204 1.5817 0.000
H 3.687 -3.456 3.476 1.1240 -0.0246 -0.9899 0.000
H 2.760 -4.192 2.175 1.5005 0.0117 -0.5221 0.000
O -3.859 1.968 -0.145 0.4161 0.0905 -0.6737 0.000
H -4.012 2.852 0.223 -0.2786 -0.3246 0.3757 0.000
H -4.713 1.506 -0.272 0.2624 0.2704 0.2955 0.000
O 1.889 -1.186 0.050 -0.0455 -0.6212 -1.0531 0.003
H 2.234 -0.587 0.701 -0.3979 0.7859 0.6693 0.000
H 2.260 -2.012 0.371 -0.0862 -0.1611 -0.0952 0.000
O -4.277 -3.734 -1.828 -0.2555 -0.0230 0.0792 0.000
H -4.687 -3.910 -2.678 -0.0128 -0.1218 -0.1800 0.000
H -5.003 -3.411 -1.281 0.0175 0.0083 0.0503 0.000
O 2.773 1.010 -1.464 -0.3139 0.0486 -0.5117 0.052
H 1.975 1.476 -1.231 -0.0197 0.4304 0.5874 -0.001
H 2.431 0.188 -1.877 0.6530 0.0034 0.0788 0.000
O 5.732 0.276 -1.995 0.2522 -0.0193 -0.1976 0.004
H 5.493 1.195 -2.160 -0.0149 0.0236 -0.0437 0.001
H 5.286 0.054 -1.178 0.1638 0.1167 0.1997 0.000
O -0.947 -0.377 -6.598 0.0349 0.4295 -0.0208 0.000
H -0.147 -0.580 -6.113 0.0415 -0.4454 -0.0133 0.000
H -1.544 -0.021 -5.932 -0.2665 -0.2516 0.0168 0.000

***

(2)
75
Properties=species:S:1:pos:R:3:forces:R:3:mulliken_charge:R:1 method="wB97M-V/def2-TZVPD" energy_ev=-118847.96229 orbital_gap_ev=6.36 molar_mass_g_mol=838.0 e_lumo_ev=0.40
Tl -0.944 -0.395 0.205 0.8671 -1.3914 -0.4220 0.839
C -5.774 -0.151 -5.334 1.1690 1.0322 1.4528 -0.491
C -5.578 -1.111 -4.358 1.3465 1.0022 0.0368 -0.781
C -4.567 -0.923 -3.395 -0.5528 0.0265 0.4267 -0.301
C -3.853 0.253 -3.308 -0.4934 1.0852 -1.7544 0.024
C -4.099 1.233 -4.312 0.7889 0.4473 0.4156 -0.119
C -5.037 1.056 -5.302 -0.0100 -0.6455 -0.2371 -0.540
P -2.665 0.492 -1.981 -0.8960 0.2397 1.4069 -0.237
C -1.533 1.693 -2.668 0.1827 1.2659 1.0458 0.673
C -0.958 1.453 -3.887 0.9351 -0.6437 -0.8261 -0.354
C -0.050 2.364 -4.419 0.0392 0.6006 -0.2040 -0.483
C 0.277 3.547 -3.757 -0.1984 -0.9196 0.4251 -0.741
C -0.219 3.714 -2.466 0.4094 0.5754 0.0005 -0.430
C -1.122 2.834 -1.926 -0.6046 -1.0739 0.4345 -0.340
C -3.662 1.528 -0.733 0.6114 0.1688 -0.1901 1.067
C -4.802 2.126 -1.182 -0.5385 0.2987 1.1202 -0.367
C -5.707 2.711 -0.231 -0.6444 -0.2515 0.0684 -0.759
C -5.409 2.835 1.094 -0.2737 0.0857 -0.1384 -0.835
C -4.113 2.443 1.544 -0.4425 -0.3124 -0.1153 0.477
C -3.712 2.654 2.877 -0.7235 0.6532 0.3036 -0.782
C -2.486 2.250 3.320 0.6829 0.0662 1.2189 -0.603
C -1.607 1.554 2.456 -2.0028 0.9979 0.0170 -0.872
C -2.040 1.317 1.169 2.4550 -1.1385 0.0054 0.170
C -3.245 1.720 0.667 -2.0693 0.9694 -0.7450 -0.303
H -6.525 -0.285 -6.036 -1.2066 -0.2723 -1.3599 0.457
H -6.148 -1.998 -4.392 -0.5149 -0.9249 0.1190 0.445
H -4.360 -1.620 -2.596 -0.2425 -0.5380 -0.1571 0.396
H -3.505 2.166 -4.338 -0.4127 -0.6390 0.2262 0.340
H -5.125 1.839 -6.065 -0.2599 -0.4721 0.2851 0.365
H -1.114 0.483 -4.394 -0.1263 0.7390 0.1506 0.362
H 0.422 2.177 -5.366 0.0089 -0.1894 -0.3157 0.410
H 0.983 4.250 -4.173 0.0091 0.0068 -0.0812 0.384
H 0.151 4.524 -1.847 -0.1448 0.1603 -0.0955 0.401
H -1.470 2.945 -0.879 0.1581 0.0687 -0.8813 0.146
H -5.074 2.158 -2.226 -0.0932 -0.2912 0.0020 0.394
H -6.743 2.916 -0.522 0.4784 0.2411 -0.2482 0.310
H -6.185 3.199 1.807 0.8406 -0.2182 -0.5765 0.306
H -4.420 3.194 3.543 0.6135 -0.4535 -0.4396 0.277
H -2.212 2.465 4.382 -0.1356 -0.2377 -0.9634 0.318
H -0.665 1.218 2.815 0.7469 -0.3410 0.1734 0.760
O 0.990 -0.499 1.824 1.4617 0.1850 1.1008 -0.191
As 2.506 -1.207 1.878 -1.3027 -0.8635 0.5130 0.413
C 2.291 -3.084 1.439 0.4308 0.5928 -1.2527 0.200
C 2.640 -3.471 0.131 0.4521 0.0194 0.6713 -0.272
C 2.672 -4.819 -0.141 -0.9486 -1.4126 -0.8362 -0.716
C 2.201 -5.768 0.794 0.9321 0.8326 -0.2810 -0.421
C 1.867 -5.363 2.069 -0.1394 0.7500 -0.2815 -0.734
C 1.891 -4.007 2.394 0.6116 0.1518 0.0529 -0.241
C 3.654 -0.257 0.707 1.5162 -0.3191 -1.2920 0.229
C 3.242 0.965 0.164 1.5799 -0.3026 -0.5463 -0.476
C 4.089 1.590 -0.807 0.2528 -0.4967 0.7982 -0.591
C 5.230 0.915 -1.303 -1.7017 0.8706 0.7038 -0.430
C 5.565 -0.338 -0.794 0.9158 0.4649 -0.1896 -0.696
C 4.880 -0.871 0.266 -1.9860 1.2346 0.0963 -0.243
C 3.485 -1.515 3.536 -0.6273 0.9078 2.3131 0.096
C 4.337 -2.618 3.819 -1.0405 1.8216 -1.0935 -0.051
C 4.971 -2.762 5.020 -0.0025 0.1733 0.6453 -0.813
C 4.683 -1.892 6.062 -0.3156 0.9781 -0.1607 -0.304
C 3.800 -0.824 5.872 -0.2944 -0.2125 -0.0723 -0.603
C 3.184 -0.645 4.628 0.4192 -0.2933 0.0426 -0.339
H 3.012 -2.742 -0.601 -0.3498 -0.3077 0.3289 0.475
H 2.935 -5.207 -1.142 0.0219 0.4544 0.6167 0.318
H 2.239 -6.814 0.548 -0.1175 -0.2176 -0.1016 0.403
H 1.622 -6.067 2.826 -0.2776 -0.5454 0.4385 0.418
H 1.767 -3.680 3.425 -0.2982 -0.1213 -0.2243 0.518
H 2.359 1.422 0.572 -0.3022 0.2272 -0.1910 0.484
H 3.937 2.647 -1.066 -0.2044 -0.6832 -0.1384 0.383
H 5.833 1.448 -2.023 0.1525 -0.2813 -0.1230 0.401
H 6.466 -0.826 -1.159 -0.1432 0.0017 0.0875 0.373
H 5.257 -1.730 0.753 0.1452 -0.9804 0.3707 0.497
H 4.480 -3.320 3.048 0.3778 -0.8311 -0.8217 0.478
H 5.689 -3.555 5.135 0.0302 -0.2401 0.1903 0.397
H 5.144 -1.981 7.021 0.3424 -0.2763 0.4256 0.405
H 3.520 -0.127 6.689 0.4073 -0.6990 -0.5615 0.347
H 2.453 0.173 4.633 0.2463 -0.3592 -0.8117 0.304